Record 1
Entry from the Open Molecules 2025 dataset: an isolated molecule of C19H34F3O7PS (ωB97M-V/def2-TZVPD).

```
65
Properties=species:S:1:pos:R:3:forces:R:3:lowdin_charge:R:1
C 3.9906 -3.7405 0.2474 -0.052 0.081 0.038 -0.100
C 4.1489 -2.4647 -0.6114 -0.264 -0.332 0.338 -0.236
C 2.8018 -1.8996 -1.0906 0.287 -0.245 -0.005 -0.203
C 2.1897 -0.9980 -0.0238 0.155 -0.228 -0.064 -0.105
C 0.8130 -0.3612 -0.3100 0.230 -0.185 0.719 -0.504
O -0.1894 -1.0678 0.3877 -0.282 0.151 -0.453 -0.088
C -0.4577 -2.4131 0.0283 -0.019 -0.234 0.309 -0.131
C -1.9736 -2.7199 -0.0073 0.116 0.093 -0.290 -0.398
C -2.2328 -4.1780 0.3800 0.074 0.102 -0.232 -0.034
O -2.6889 -1.8364 0.8382 -0.052 -0.095 0.051 -0.016
O 0.6420 -0.3977 -1.7286 -0.450 0.009 -0.218 -0.275
S -0.6520 0.2314 -2.5191 0.065 -0.052 0.511 1.022
O -1.8465 -0.1768 -1.8032 0.118 -0.020 -0.229 -0.357
O -0.4300 1.7892 -2.2015 -0.103 -0.156 -0.059 -0.302
C -0.9939 2.4099 -1.0138 -0.174 0.485 0.476 -0.317
C -2.4536 2.8705 -1.1987 0.117 -0.063 -0.097 -0.096
C -3.6079 1.9722 -0.7376 -0.259 0.029 -0.072 -0.052
C -4.4356 1.3308 -1.8455 -0.054 -0.171 -0.127 -0.608
F -3.8632 1.3403 -3.0626 0.145 -0.016 0.063 0.119
F -5.6147 1.9717 -2.0065 -0.063 0.102 0.071 0.117
F -4.7508 0.0458 -1.5672 0.090 0.113 0.051 0.120
C -0.6784 1.6788 0.2920 -0.013 -0.202 0.087 -0.284
C -0.8513 2.6865 1.4405 0.051 -0.018 -0.063 -0.145
C -0.7577 2.0441 2.8197 -0.055 0.114 0.121 -0.090
C -1.9115 1.0806 3.0286 -0.684 -0.023 0.057 -0.512
O -3.0644 1.4210 2.9122 0.727 -0.179 0.113 0.114
O -1.6054 -0.1791 3.4112 -0.110 0.176 -0.193 0.119
C 0.7404 1.0502 0.3080 -0.055 -0.112 -0.277 -0.309
P 2.0098 2.3214 -0.1940 -0.339 0.788 -0.018 0.978
C 3.2998 2.2186 1.1166 -0.043 -0.207 0.023 -0.286
C 2.8432 1.7612 -1.7234 0.356 -0.070 0.020 -0.260
H 4.3881 -4.6204 -0.2579 -0.039 -0.001 -0.023 0.067
H 2.9389 -3.9412 0.4673 0.009 0.009 0.004 0.062
H 4.5042 -3.6608 1.2057 0.033 -0.002 -0.022 0.066
H 4.6567 -1.7154 0.0008 0.134 0.118 -0.267 0.100
H 4.7726 -2.7001 -1.4725 0.094 0.156 0.010 0.101
H 2.9434 -1.3652 -2.0293 -0.097 0.060 0.017 0.101
H 2.1505 -2.7512 -1.3015 -0.099 0.110 -0.136 0.107
H 2.0732 -1.5918 0.8888 -0.025 0.143 0.044 0.137
H 2.9187 -0.2187 0.2054 -0.079 0.025 -0.008 0.088
H 0.0221 -3.0693 0.7646 0.053 0.049 0.035 0.126
H -0.0446 -2.6542 -0.9525 0.032 0.027 -0.004 0.128
H -2.3016 -2.5704 -1.0347 -0.030 0.130 -0.052 0.127
H -2.9939 -4.6200 -0.2641 -0.062 0.004 0.141 0.077
H -2.5758 -4.2145 1.4130 0.106 -0.055 0.032 0.086
H -1.3255 -4.7768 0.2697 -0.038 -0.064 0.058 0.074
H -3.3688 -1.4102 0.3087 0.044 0.101 0.043 0.084
H -0.4128 3.3340 -0.9494 0.062 -0.074 -0.312 0.122
H -2.5311 3.8161 -0.6600 -0.010 -0.046 0.018 0.118
H -2.5782 3.1347 -2.2500 0.049 -0.014 0.012 0.128
H -3.3002 1.1830 -0.0581 0.132 -0.031 -0.036 0.106
H -4.3290 2.5809 -0.1902 0.063 -0.061 0.079 0.134
H -1.3851 0.8686 0.4745 -0.001 -0.101 -0.192 0.121
H -1.8446 3.1374 1.3838 0.046 0.003 -0.060 0.120
H -0.1194 3.4924 1.3350 0.022 -0.015 0.065 0.111
H -0.8720 2.8170 3.5849 -0.051 -0.025 -0.039 0.135
H 0.2068 1.5762 3.0224 -0.019 -0.067 -0.089 0.105
H -0.7326 -0.4186 3.0744 0.038 -0.017 0.083 0.106
H 0.9597 0.8273 1.3538 0.091 0.100 -0.002 0.098
H 4.1666 1.6048 0.8669 -0.031 -0.056 0.032 0.034
H 3.6305 3.2360 1.3189 0.121 -0.034 0.010 0.025
H 2.8371 1.8365 2.0294 0.126 0.005 0.019 0.031
H 3.8797 2.1029 -1.6535 -0.044 0.057 -0.025 0.044
H 2.3863 2.2723 -2.5692 -0.040 -0.165 -0.037 0.035
H 2.8601 0.6872 -1.8911 -0.051 0.092 -0.050 0.015
```
Positions in Å, forces in eV/Å.

The calculation puts the HOMO-LUMO gap at 0.3301 hartree.



Record 2
Entry from the Open Molecules 2025 dataset: a cluster of 3 separate species, C19H34FN4O2 in total (ωB97M-V/def2-TZVPD).

```
60
Properties=species:S:1:pos:R:3:forces:R:3:lowdin_charge:R:1
F 2.5209 4.3214 2.6264 0.162 -0.150 0.309 -0.037
C 1.9907 5.0732 1.6019 -0.197 0.247 -0.540 -0.203
C 0.6339 4.5249 1.2015 0.233 -0.122 0.183 -0.173
C -0.2784 4.3478 2.4208 0.151 -0.050 -0.323 -0.128
C -1.4301 3.3524 2.2521 0.137 0.026 0.012 -0.409
C -0.9792 1.8959 2.3122 -0.031 -0.261 0.094 -0.160
C 0.3499 1.4958 2.4175 0.049 -0.003 0.006 0.005
C 0.7214 0.1495 2.4216 -0.102 0.837 0.039 -0.046
C -0.2444 -0.8259 2.3423 0.007 0.106 0.033 -0.086
C -1.5766 -0.4488 2.2724 -0.301 -0.055 -0.024 -0.061
C -1.9495 0.8930 2.2528 0.398 -0.534 -0.081 -0.055
C -2.0817 3.6056 0.8505 0.227 -0.325 0.105 -0.037
N -3.5836 3.4603 0.8303 -0.224 0.403 -0.296 0.089
C -4.3174 4.0939 1.9975 -0.042 0.085 0.334 -0.085
C -3.3192 4.6465 2.9957 0.020 -0.314 0.079 -0.171
N -2.3688 3.5928 3.3587 -0.577 0.467 -0.431 0.041
H 1.9120 6.1146 1.9112 0.046 0.035 0.303 0.124
H 2.6817 5.0259 0.7637 0.092 -0.004 -0.087 0.123
H 0.7939 3.5940 0.6621 -0.061 -0.232 0.013 0.117
H 0.2147 5.2312 0.4872 -0.086 0.105 -0.123 0.113
H 0.2920 4.0158 3.2803 0.109 -0.003 0.116 0.123
H -0.6709 5.3284 2.6818 -0.206 0.073 0.108 0.123
H 1.1383 2.2234 2.5102 0.082 0.159 -0.029 0.102
H 1.7680 -0.0937 2.4715 0.167 -0.164 -0.018 0.110
H 0.0702 -1.8561 2.3411 -0.207 -0.238 0.043 0.115
H -2.3350 -1.2172 2.2421 -0.137 -0.009 -0.027 0.108
H -3.0117 1.1103 2.2140 -0.095 0.076 0.022 0.096
H -1.6942 2.8716 0.1542 -0.006 -0.053 -0.208 0.145
H -1.8523 4.5831 0.4431 -0.149 0.243 0.171 0.128
H -3.8530 2.4848 0.7241 0.154 -0.133 0.180 0.164
H -3.9122 3.9158 -0.0196 0.009 -0.081 -0.080 0.179
H -5.0164 4.8428 1.6394 0.018 0.053 -0.285 0.133
H -4.8910 3.3098 2.4794 -0.120 -0.152 -0.009 0.131
H -2.7972 5.5068 2.5898 0.126 0.138 -0.006 0.120
H -3.8783 4.9941 3.8592 0.012 0.010 0.178 0.134
H -2.9295 2.7638 3.5271 0.353 -0.175 0.312 0.103
C 1.8446 -1.5657 -0.3306 0.262 0.024 0.053 -0.358
O 2.8077 -1.2008 0.3252 -0.119 0.037 0.040 0.004
N 1.9149 -2.0343 -1.5845 -0.208 -0.012 -0.054 -0.189
C 0.7389 -2.4622 -2.3232 0.208 0.037 0.050 -0.045
C 3.2172 -2.1186 -2.2258 -0.001 0.023 0.110 -0.032
H 0.8229 -1.5344 0.0804 -0.080 -0.041 -0.150 0.109
H 0.8356 -3.5067 -2.6122 -0.085 0.006 -0.102 0.066
H 0.6252 -1.8630 -3.2277 -0.063 -0.063 -0.041 0.095
H -0.1507 -2.3439 -1.7065 0.023 0.024 0.047 0.082
H 3.8773 -2.7685 -1.6511 0.037 0.014 -0.026 0.094
H 3.6759 -1.1310 -2.2771 0.041 -0.020 -0.015 0.093
H 3.0962 -2.5175 -3.2296 -0.043 -0.009 -0.005 0.087
C 0.6226 -5.9693 -4.1274 -0.092 0.006 -0.073 -0.361
O 0.6689 -4.8851 -4.6827 0.046 0.010 0.093 -0.005
N 1.5947 -6.8943 -4.1778 0.036 -0.117 0.074 -0.197
C 1.4829 -8.1722 -3.4998 0.121 0.106 -0.118 -0.054
C 2.7954 -6.6001 -4.9444 -0.119 0.088 0.001 -0.035
H -0.2472 -6.2870 -3.5271 0.015 -0.011 0.002 0.134
H 2.2892 -8.2861 -2.7732 -0.026 -0.057 0.021 0.091
H 1.5402 -8.9885 -4.2215 -0.015 -0.046 0.046 0.092
H 0.5301 -8.2327 -2.9786 -0.021 0.021 -0.003 0.082
H 3.2857 -5.7104 -4.5484 0.037 -0.006 -0.033 0.088
H 2.5385 -6.4104 -5.9864 0.045 0.011 -0.010 0.095
H 3.4764 -7.4447 -4.8865 -0.013 -0.028 0.022 0.087
```
Positions in Å, forces in eV/Å.

The charge is +1. The calculation puts the HOMO-LUMO gap at 0.2830 hartree.



Record 3
Entry from the Open Molecules 2025 dataset: an isolated molecule of C19H34N2O4S (ωB97M-V/def2-TZVPD).

```
60
Properties=species:S:1:pos:R:3:forces:R:3:lowdin_charge:R:1
C 3.0150 -3.0529 -0.7589 0.047 -0.052 0.278 -0.040
H 3.7563 -3.4503 -1.4466 -0.034 0.014 0.015 0.095
H 3.4795 -2.3837 -0.0327 -0.004 -0.067 -0.043 0.100
H 2.5052 -3.8639 -0.2333 0.047 0.033 -0.021 0.089
O 2.0834 -2.3322 -1.5504 0.163 0.012 -0.324 -0.061
C 1.1449 -1.6783 -0.8879 -0.238 0.045 -0.059 -0.561
O 1.0078 -1.6675 0.3104 0.096 0.017 0.065 0.090
C 0.2034 -0.9249 -1.8373 0.220 -0.005 0.059 -0.198
N 0.2968 0.4940 -1.5396 -0.421 -0.375 -0.212 0.141
C 1.4438 1.0544 -1.1174 -0.230 0.636 -0.114 -0.419
O 2.5028 0.4650 -1.0502 0.352 -0.025 0.015 0.101
C 1.2505 2.5189 -0.6820 0.256 -0.097 -0.020 -0.201
N 0.6504 2.4942 0.6416 0.359 0.004 -0.098 0.133
C -0.6691 2.2917 0.8333 0.197 0.250 0.525 -0.432
O -1.4398 2.1764 -0.1070 -0.371 0.066 -0.248 0.051
C -1.0817 2.2779 2.2986 -0.247 0.043 0.204 -0.229
C -0.5413 1.0294 3.0112 0.082 -0.080 -0.155 -0.140
C -1.2332 -0.2342 2.5128 -0.126 0.132 0.317 -0.162
C -2.7429 -0.1523 2.7331 -0.029 -0.134 -0.336 -0.379
C -3.4397 -1.4220 2.2527 0.102 0.226 0.231 -0.069
H -3.3117 -1.5390 1.1785 0.024 -0.047 -0.169 0.066
H -4.5059 -1.3764 2.4641 -0.136 -0.047 -0.012 0.077
H -3.0267 -2.2986 2.7475 0.015 -0.152 0.014 0.076
C -3.2954 1.0734 2.0077 -0.019 0.001 0.315 -0.168
C -2.6024 2.3552 2.4620 0.057 0.017 -0.333 -0.144
H -2.9839 3.1970 1.8813 -0.020 0.051 0.083 0.118
H -2.8281 2.5384 3.5157 0.016 0.048 0.023 0.119
H -3.1485 0.9556 0.9340 -0.064 -0.057 -0.021 0.108
H -4.3684 1.1614 2.1930 -0.056 -0.021 -0.035 0.118
H -2.9284 -0.0392 3.8084 0.013 0.023 0.033 0.143
H -1.0169 -0.3626 1.4510 0.025 -0.126 -0.106 0.097
H -0.8239 -1.1001 3.0372 0.040 -0.066 -0.077 0.123
H 0.5364 0.9336 2.8610 0.043 0.019 0.097 0.110
H -0.7196 1.1408 4.0840 0.052 0.036 0.025 0.122
H -0.6328 3.1671 2.7602 -0.007 -0.075 -0.076 0.147
H 1.2848 2.4443 1.4229 -0.120 0.017 0.066 0.150
H 0.5258 2.9962 -1.3521 0.112 -0.020 0.062 0.161
C 2.5648 3.3038 -0.6794 -0.200 0.065 -0.111 -0.379
C 3.1373 3.3574 -2.0939 0.002 -0.193 0.234 -0.057
H 2.4372 3.8433 -2.7707 -0.082 0.108 -0.100 0.086
H 4.0679 3.9194 -2.0986 0.083 0.072 -0.050 0.081
H 3.3404 2.3549 -2.4586 0.056 -0.053 -0.100 0.074
C 2.3489 4.7174 -0.1434 0.060 -0.265 0.037 -0.066
H 1.6481 5.2559 -0.7779 -0.099 0.113 -0.064 0.085
H 3.2908 5.2603 -0.1354 0.076 0.088 0.003 0.079
H 1.9524 4.7062 0.8689 -0.034 0.097 0.087 0.067
H 3.2741 2.7697 -0.0383 -0.030 -0.020 -0.017 0.142
H -0.5661 1.0128 -1.3936 0.187 -0.005 0.030 0.112
C -1.2406 -1.3818 -1.6272 0.160 -0.052 -0.111 -0.191
C -1.5072 -2.7905 -2.1322 0.169 -0.240 0.373 -0.454
H -2.5622 -3.0422 -2.0121 -0.009 0.058 -0.122 0.076
H -1.2379 -2.8834 -3.1841 -0.081 -0.003 -0.062 0.077
S -0.5406 -4.0921 -1.2999 -0.294 -0.188 -0.005 0.851
C -1.1734 -3.9617 0.3960 0.170 0.131 -0.480 -0.376
H -0.8777 -4.8738 0.9042 -0.020 -0.075 0.081 0.033
H -0.7231 -3.1033 0.8877 -0.067 0.032 0.116 0.011
H -2.2562 -3.8855 0.3718 -0.130 -0.028 0.116 0.033
H -1.9064 -0.6952 -2.1579 -0.005 0.055 0.045 0.128
H -1.4691 -1.3174 -0.5606 -0.031 0.085 -0.013 0.094
H 0.5327 -1.1155 -2.8670 -0.078 -0.023 0.144 0.163
```
Positions in Å, forces in eV/Å.

For the energy above the lowest of the compared OMol25 structures with the same formula, charge and spin, the calculation gives 0.3 kcal/mol. The calculation puts the HOMO-LUMO gap at 0.3389 hartree.



Table of E_LUMO (eV), in record order: 0.47; -3.17; 0.76